[1]
A structure of composition C14H41Hg2O14, computed with the ωB97M-V functional and the def2-TZVPD basis.

The geometry in XYZ format:
```
71
C14H41Hg2O14, DFT the ωB97M-V functional and the def2-TZVPD basis
Hg 7.1413 24.0126 -12.8650
Hg 4.8108 22.7366 -10.2596
C 9.2546 21.1014 -10.4080
C 8.3025 21.9896 -11.1698
O 8.6814 22.3968 -12.2997
O 7.2211 22.3492 -10.6536
H 8.7832 20.5347 -9.6078
H 9.9597 21.7693 -9.9101
H 9.7257 20.3501 -11.0398
C 6.0381 26.9263 -9.9710
C 6.5191 25.8212 -10.8808
O 5.8530 24.7592 -11.0986
O 7.5884 25.9901 -11.5422
H 5.3203 27.5969 -10.4338
H 6.8694 27.4761 -9.5373
H 5.5463 26.4647 -9.1093
C 3.5829 21.9377 -14.2758
C 4.0358 22.4606 -12.9302
O 3.2118 22.4987 -11.9786
O 5.2543 22.7194 -12.7389
H 3.7853 20.8617 -14.2892
H 4.1573 22.3296 -15.1079
H 2.4975 22.0004 -14.2966
C 10.4931 19.5692 -6.4607
O 9.1305 19.5499 -6.9254
H 11.0763 19.6017 -7.3823
H 10.7175 20.3777 -5.7694
H 10.7485 18.6032 -6.0152
H 8.5884 19.7327 -6.1480
C 8.6130 18.6250 -13.4955
O 8.0822 17.8037 -14.5191
H 8.2893 18.4423 -12.4633
H 9.6990 18.5311 -13.5134
H 8.3024 19.6555 -13.6684
H 8.0139 16.8923 -14.2228
C 4.5214 19.3887 -11.0889
O 5.3100 20.3637 -10.4272
H 3.4776 19.6972 -11.1069
H 4.9187 19.1542 -12.0816
H 4.5549 18.4536 -10.5160
H 6.1046 19.9488 -10.0630
C 7.0583 17.3219 -8.5796
O 7.1309 18.7213 -8.7673
H 8.0490 16.8681 -8.5646
H 6.5648 17.0886 -7.6267
H 6.3902 16.8620 -9.3075
H 7.9022 19.0800 -8.3064
C 11.4501 21.3339 -14.5775
O 11.2716 20.9534 -13.2109
H 12.0286 20.5623 -15.0800
H 10.4548 21.3542 -15.0339
H 11.9135 22.3152 -14.6934
H 10.4674 21.3859 -12.9117
C 6.6108 22.3445 -7.3092
O 5.7668 23.1093 -8.1809
H 6.1094 22.0715 -6.3845
H 6.9308 21.4852 -7.8987
H 7.5510 22.8710 -7.1286
H 5.4271 23.8737 -7.7001
C 10.9963 24.8393 -10.9679
O 11.5363 24.6496 -12.2992
H 9.9462 24.5646 -11.0146
H 11.5228 24.1693 -10.2842
H 11.2218 25.8647 -10.6795
H 12.3364 24.1319 -12.1816
C 10.5682 17.1621 -10.1539
O 11.6087 16.6346 -10.9771
H 10.4609 16.4495 -9.3334
H 10.9395 18.0740 -9.6785
H 9.6360 17.3047 -10.6976
H 12.2772 17.3054 -11.1256
```

## Properties
LUMO   -4.62 eV
E   -1917.86420 Ha
Charge   +1
Gap between HOMO and LUMO   7.29 eV



[2]
A cluster of 2 separate species, C5H14N2O in total, computed with the ωB97M-V functional and the def2-TZVPD basis.

The geometry in XYZ format:
```
22
C5H14N2O, DFT the ωB97M-V functional and the def2-TZVPD basis
C -2.1333 0.1232 -1.1006
C -0.9886 -0.5878 -0.4411
C 0.3068 -0.5369 -0.8622
C 1.2801 -1.6520 -0.6150
N 0.7526 0.4280 -1.7531
H -2.8184 -0.5934 -1.5563
H -2.6972 0.7078 -0.3708
H -1.8738 0.8333 -1.8890
H -1.2595 -1.4261 0.1852
H 2.1484 -1.2670 -0.0765
H 0.8272 -2.4489 -0.0316
H 1.6399 -2.0753 -1.5556
H 0.0783 1.0981 -2.0868
H 1.7336 0.4285 -1.9846
C -0.0235 1.8200 1.2080
O 0.9176 0.4959 1.4513
N 0.5914 -0.3010 2.5687
H 0.6478 2.4675 1.7667
H -1.0062 1.9834 1.6490
H 0.0114 2.1529 0.1733
H 1.4405 -0.4101 3.1261
H 0.4251 -1.2401 2.1952
```

## Properties
LUMO   1.00 eV
E   -383.51298 Ha
SMILES   C/C=C(/C)N.CON
Gap between HOMO and LUMO   8.22 eV



Computed values of energy relative to the best compared isomer or geometry (same formula, charge and spin) (unit: kcal/mol) for the preceding records, in sequence: 0.0; 117.8.
Computed values of E_HOMO (unit: eV) for the preceding records, in sequence: -11.9; -7.2.